Entry 1:
Formula: C6H9NO2
Source: the OMol25 dataset
Level of theory: ωB97M-V with the def2-TZVPD basis set

Values from the calculation:
- ΔE to the lowest compared entry with this formula, charge and spin: 801.2 kJ/mol
- Molecular weight: 127.14 g mol⁻¹
- SMILES: C=C1CN[C@@H]2[C@H](O)[C@H]2O1
- Frontier orbital gap: 8.532 eV

Atoms and positions in Å:
C1 -2.518 -1.019 0.386
C2 -1.278 -0.531 -0.096
C3 -1.221 0.959 -0.309
N1 0.076 1.710 -0.061
C4 0.836 0.603 0.423
C5 2.013 -0.730 0.353
O1 3.330 -0.551 -0.165
C6 0.772 -0.585 -0.468
O2 -0.452 -1.426 -0.683
H1 -2.990 -0.050 0.551
H2 -2.977 -1.985 0.717
H3 -2.010 1.455 0.039
H4 -1.326 0.912 -1.378
H5 0.567 2.060 -0.837
H6 0.673 0.211 1.525
H7 1.723 -1.122 1.389
H8 3.570 0.517 0.160
H9 1.213 -0.427 -1.547


Entry 2:
Formula: C35H55HfN2O4PSTe
Source: the OMol25 dataset
Level of theory: ωB97M-V with the def2-TZVPD basis set

Values from the calculation:
- ΔE to the lowest compared entry with this formula, charge and spin: 0.0 kJ/mol
- Molecular weight: 936.97 g mol⁻¹
- Frontier orbital gap: 6.659 eV
- Total charge: +2

Atoms and positions in Å:
Hf1 13.288 12.704 8.125
C1 17.273 11.807 6.749
S1 15.616 12.275 7.085
O1 14.653 11.120 7.035
O2 15.369 12.772 8.499
O3 15.146 13.352 6.229
H1 17.930 12.638 7.002
H2 17.285 11.619 5.668
H3 17.503 10.873 7.297
Te1 11.519 11.946 6.136
C2 9.554 12.084 6.850
C3 9.253 12.155 8.209
C4 7.940 12.241 8.639
C5 6.884 12.245 7.732
C6 7.160 12.180 6.381
C7 8.494 12.103 5.945
H4 10.047 12.125 8.961
H5 7.727 12.279 9.705
H6 5.862 12.323 8.068
H7 6.354 12.169 5.669
H8 8.672 12.032 4.884
C8 15.786 12.886 13.915
C9 16.179 11.881 12.803
C10 14.960 11.429 11.961
C11 13.891 12.536 12.020
C12 14.534 13.941 11.988
C13 15.221 14.193 13.314
P1 12.537 12.373 10.788
C14 11.026 13.326 11.307
C15 10.967 14.726 10.665
C16 9.818 15.513 11.295
C17 10.078 15.763 12.807
C18 11.061 14.766 13.425
C19 10.796 13.360 12.882
C20 11.991 10.633 10.627
C21 11.651 9.933 11.951
C22 11.619 8.388 11.797
C23 11.219 7.946 10.403
C24 12.338 8.410 9.410
C25 12.915 9.811 9.767
H9 16.671 13.102 14.527
H10 15.053 12.399 14.578
H11 16.690 11.049 13.256
H12 16.931 12.355 12.151
H13 14.579 10.481 12.344
H14 15.250 11.216 10.936
H15 13.377 12.437 12.990
H16 13.832 14.728 11.713
H17 15.262 13.976 11.169
H18 14.522 14.637 14.021
H19 16.014 14.924 13.199
H20 10.247 12.718 10.847
H21 10.851 14.616 9.585
H22 11.905 15.291 10.793
H23 8.939 14.891 11.153
H24 9.575 16.430 10.749
H25 9.118 15.742 13.358
H26 10.477 16.771 12.950
H27 10.970 14.764 14.500
H28 12.077 15.042 13.186
H29 9.758 13.095 13.083
H30 11.399 12.616 13.390
H31 11.055 10.776 10.086
H32 10.719 10.343 12.370
H33 12.436 10.143 12.674
H34 10.985 7.922 12.569
H35 12.655 8.039 11.918
H36 10.252 8.364 10.139
H37 11.089 6.883 10.313
H38 11.959 8.431 8.395
H39 13.136 7.662 9.455
H40 13.156 10.269 8.774
H41 13.891 9.672 10.200
C26 14.099 20.665 9.731
C27 13.755 19.316 10.350
N1 14.938 18.472 10.528
C28 15.867 18.903 11.587
C29 17.211 19.462 11.048
C30 15.143 17.271 9.987
O4 16.025 16.486 10.334
C31 14.267 16.814 8.833
C32 13.890 17.552 7.718
C33 13.238 16.900 6.694
C34 12.907 15.558 6.817
N2 13.233 14.851 7.923
C35 13.954 15.458 8.867
H42 13.195 21.260 9.599
H43 14.617 20.553 8.771
H44 14.774 21.209 10.397
H45 13.033 18.811 9.720
H46 13.286 19.418 11.340
H47 16.006 18.077 12.249
H48 15.348 19.692 12.141
H49 17.787 18.696 10.495
H50 17.827 19.765 11.898
H51 17.058 20.337 10.425
H52 14.094 18.609 7.635
H53 12.954 17.407 5.799
H54 12.333 15.049 6.065
H55 14.344 14.856 9.670


Entry 3:
Formula: C40H52N5O4
Source: the OMol25 dataset
Level of theory: ωB97M-V with the def2-TZVPD basis set

Values from the calculation:
- Molecular weight: 666.89 g mol⁻¹
- Frontier orbital gap: 6.126 eV
- Total charge: +1

Atoms and positions in Å:
C1 -1.362 -3.439 0.137
C2 -0.801 -3.612 -1.259
C3 -1.417 -4.779 -1.998
N1 0.633 -3.961 -1.222
N2 0.954 -5.196 -1.563
N3 2.295 -5.250 -1.473
C4 2.903 -6.610 -1.460
C5 2.274 -7.365 -2.598
C6 2.629 -7.285 -0.142
C7 2.816 -4.073 -1.060
C8 4.277 -3.940 -0.990
C9 4.993 -3.663 0.193
C10 6.387 -3.714 0.191
C11 7.086 -4.015 -0.985
C12 6.385 -4.290 -2.171
C13 4.995 -4.256 -2.170
C14 1.731 -3.202 -0.842
C15 1.667 -1.880 -0.322
H1 -2.409 -3.123 0.072
H2 -1.299 -4.393 0.673
H3 -0.810 -2.673 0.689
H4 -0.854 -2.679 -1.829
H5 -2.476 -4.592 -2.177
H6 -0.936 -4.949 -2.962
H7 -1.314 -5.696 -1.410
H8 3.958 -6.441 -1.624
H9 2.512 -8.420 -2.503
H10 1.196 -7.239 -2.579
H11 2.650 -7.025 -3.560
H12 3.012 -8.302 -0.187
H13 3.114 -6.774 0.689
H14 1.558 -7.326 0.044
H15 4.421 -3.420 1.097
H16 6.931 -3.526 1.122
H17 8.166 -4.075 -0.982
H18 6.913 -4.533 -3.092
H19 4.424 -4.447 -3.087
H20 2.665 -1.537 -0.014
H21 0.958 -1.218 -0.856
C16 -3.223 7.752 -2.199
O1 -4.407 6.955 -2.457
C17 -4.288 5.611 -2.301
C18 -3.122 4.955 -1.905
C19 -3.202 3.699 -1.313
C20 -1.958 3.073 -0.734
C21 -1.905 3.175 0.801
C22 -1.904 4.620 1.288
O2 -2.743 5.490 1.053
N4 -0.782 4.789 2.050
C23 -0.497 6.089 2.612
C24 0.096 3.620 2.154
C25 1.450 3.936 1.499
C26 0.233 3.247 3.640
N5 -0.667 2.640 1.375
C27 -0.318 1.340 1.143
C28 0.862 0.719 1.515
C29 1.110 -0.708 1.446
C30 2.227 -1.273 2.241
C31 2.293 -2.672 2.455
C32 3.279 -3.232 3.262
C33 4.243 -2.399 3.861
C34 4.183 -1.012 3.655
C35 3.237 -0.463 2.793
C36 -4.422 3.032 -1.234
C37 -5.584 3.636 -1.730
O3 -6.847 3.167 -1.572
C38 -7.019 1.799 -1.136
C39 -5.496 4.888 -2.374
O4 -6.627 5.508 -2.817
C40 -7.414 6.230 -1.820
H22 -3.537 8.786 -2.356
H23 -2.873 7.603 -1.164
H24 -2.418 7.482 -2.902
H25 -2.165 5.485 -1.937
H26 -1.882 2.011 -1.019
H27 -1.063 3.598 -1.116
H28 -2.780 2.662 1.241
H29 -1.307 6.774 2.333
H30 -0.428 6.046 3.708
H31 0.451 6.490 2.228
H32 1.280 4.312 0.480
H33 1.981 4.686 2.097
H34 2.070 3.043 1.422
H35 -0.741 3.370 4.137
H36 0.568 2.214 3.771
H37 0.954 3.923 4.114
H38 -1.048 0.768 0.551
H39 1.574 1.360 2.037
H40 0.226 -1.332 1.340
H41 1.574 -3.327 1.962
H42 3.311 -4.311 3.437
H43 4.989 -2.829 4.550
H44 4.875 -0.352 4.169
H45 3.298 0.595 2.533
H46 -4.466 2.051 -0.746
H47 -8.090 1.605 -1.242
H48 -6.440 1.107 -1.771
H49 -6.708 1.683 -0.085
H50 -8.236 6.662 -2.388
H51 -7.782 5.524 -1.069
H52 -6.800 7.013 -1.361


Entry 4:
Formula: C9H11FN2
Source: the OMol25 dataset
Level of theory: ωB97M-V with the def2-TZVPD basis set

Values from the calculation:
- ΔE to the lowest compared entry with this formula, charge and spin: 634.6 kJ/mol
- Molecular weight: 166.20 g mol⁻¹
- SMILES: C=NC=C=C=CC1CC1.C=NF
- Frontier orbital gap: 7.537 eV

Atoms and positions in Å:
C1 1.484 -3.425 -2.255
N1 1.120 -3.554 -1.049
C2 0.411 -2.553 -0.397
C3 0.423 -1.234 -0.705
C4 0.781 -0.114 -1.050
C5 1.044 1.214 -1.198
C6 0.458 2.365 -0.510
C7 0.275 2.474 1.029
C8 -0.901 2.181 0.161
H1 1.903 -4.207 -2.950
H2 1.391 -2.459 -2.944
H3 -0.282 -2.813 0.320
H4 1.882 1.393 -2.015
H5 0.480 3.384 -1.040
H6 0.511 3.474 1.285
H7 0.691 1.688 1.537
H8 -1.409 1.110 0.115
H9 -1.717 3.044 0.035
C9 -1.715 -1.171 2.467
N2 -0.943 -0.206 2.709
F1 0.063 -0.395 3.646
H10 -1.636 -2.177 2.849
H11 -2.391 -1.086 1.698


Entry 5:
Formula: C9H17BN2O6
Source: the OMol25 dataset
Level of theory: ωB97M-V with the def2-TZVPD basis set

Values from the calculation:
- ΔE to the lowest compared entry with this formula, charge and spin: 30.0 kJ/mol
- Molecular weight: 260.05 g mol⁻¹
- SMILES: N[C@@H](CCC(=O)O)C(=O)N1C[C@@H](O)C[C@H]1B(O)O
- Frontier orbital gap: 9.800 eV

Atoms and positions in Å:
N1 1.861 1.452 1.416
C1 0.558 1.259 0.725
C2 -0.112 2.643 0.538
C3 -0.632 3.159 1.864
C4 -1.779 2.402 2.492
O1 -1.890 1.222 2.285
O2 -2.593 3.067 3.337
C5 0.847 0.644 -0.609
O3 1.801 1.105 -1.216
N2 0.111 -0.393 -1.166
C6 0.387 -0.788 -2.613
C7 -0.198 -2.231 -2.691
O4 0.846 -3.188 -2.496
C8 -1.247 -2.306 -1.530
C9 -0.614 -1.453 -0.425
B1 0.510 -2.287 0.354
O5 1.834 -2.088 0.040
O6 0.135 -3.321 1.214
H1 2.231 0.520 1.510
H2 2.398 1.982 0.733
H3 -0.089 0.656 1.364
H4 -0.939 2.546 -0.158
H5 0.641 3.344 0.136
H6 0.196 3.153 2.595
H7 -0.895 4.237 1.839
H8 -3.237 2.372 3.625
H9 -0.102 -0.110 -3.308
H10 1.456 -0.742 -2.854
H11 -0.678 -2.480 -3.648
H12 1.218 -3.063 -1.614
H13 -1.376 -3.315 -1.144
H14 -2.206 -1.892 -1.855
H15 -1.356 -0.985 0.192
H16 2.018 -1.258 -0.449
H17 0.897 -3.860 1.518


Entry 6:
Formula: C3H4N2O3
Source: the OMol25 dataset
Level of theory: ωB97M-V with the def2-TZVPD basis set

Values from the calculation:
- ΔE to the lowest compared entry with this formula, charge and spin: 587.1 kJ/mol
- Molecular weight: 116.08 g mol⁻¹
- SMILES: COn1oncc1=O
- Frontier orbital gap: 9.624 eV

Atoms and positions in Å:
C1 -2.114 -0.112 -0.085
O1 -0.925 0.104 0.705
N1 0.092 -0.050 -0.172
O2 0.594 -1.262 -0.040
N2 1.928 -1.240 0.149
C2 2.352 0.007 0.171
C3 1.148 0.880 0.032
O3 0.903 2.082 0.006
H1 -2.997 -0.002 0.607
H2 -2.262 0.546 -0.917
H3 -2.204 -1.133 -0.538
H4 3.485 0.181 0.083